No. 1
{
  "formula": "C3H4N2S",
  "method": "wB97M-V/def2-TZVPD",
  "species": ["C", "C", "C", "N", "N", "S", "H", "H", "H", "H"],
  "xyz": [[1.229, 0.850, -0.457], [1.114, -1.640, 0.139], [0.805, -0.424, -0.202], [1.356, 1.992, -0.552], [-1.842, 1.037, 0.356], [-1.328, -0.074, -0.705], [0.440, -2.398, 0.124], [2.158, -2.127, 0.039], [-2.254, 0.732, 1.187], [-1.677, 2.050, 0.069]],
  "spin_multiplicity": 3,
  "e_above_lowest_kcal_mol": 60.96,
  "s_squared": 2.017,
  "orbital_gap_ev": [6.5, 6.3],
  "homo_energy_ev": [-6.1, -9.1]
}

---

No. 2
{
  "formula": "C3H4N2S2",
  "method": "wB97M-V/def2-TZVPD",
  "species": ["C", "C", "C", "N", "N", "S", "S", "H", "H", "H", "H"],
  "xyz": [[0.834, -0.304, -0.840], [0.735, 0.632, -1.811], [0.088, 0.002, 0.252], [-0.619, 1.111, 0.271], [-0.302, -1.065, 1.197], [-0.338, 1.889, -1.185], [-1.447, -0.646, 2.465], [1.292, -1.235, -0.870], [1.316, 0.838, -2.700], [0.495, -1.601, 1.446], [-2.055, 0.380, 1.775]],
  "e_above_lowest_kcal_mol": 40.24,
  "orbital_gap_ev": 8.7,
  "homo_energy_ev": -8.1
}

---

No. 3
{
  "formula": "C3H4N2S2",
  "method": "wB97M-V/def2-TZVPD",
  "species": ["C", "C", "C", "N", "N", "S", "S", "H", "H", "H", "H"],
  "xyz": [[-1.792, -0.219, -0.030], [-0.708, 0.430, -0.419], [-0.351, -1.724, 0.213], [-1.583, -1.493, 0.318], [0.394, -0.606, -0.159], [3.272, 0.123, 0.519], [1.928, -0.579, -0.888], [-2.849, 0.082, 0.103], [-0.334, 1.327, -0.816], [0.002, -2.728, 0.460], [3.451, 1.507, 0.155]],
  "e_above_lowest_kcal_mol": 35.58,
  "orbital_gap_ev": 9.8,
  "homo_energy_ev": -9.5,
  "smiles": "SSn1ccnc1"
}

---

No. 4
{
  "formula": "C3H4N2S2",
  "method": "wB97M-V/def2-TZVPD",
  "species": ["C", "C", "C", "H", "H", "H", "H", "N", "N", "S", "S"],
  "xyz": [[-0.865, -0.208, -0.166], [0.538, -0.681, 0.372], [1.577, 0.199, 0.004], [-2.535, -0.357, -0.549], [0.620, -1.556, -0.321], [0.678, -1.183, 1.241], [-1.544, 2.084, 0.331], [-1.815, -0.953, -0.531], [-0.659, 1.151, 0.126], [3.116, -0.267, -0.263], [0.889, 1.772, -0.246]],
  "e_above_lowest_kcal_mol": 89.11,
  "orbital_gap_ev": 8.3,
  "homo_energy_ev": -8.6
}

---

No. 5
{
  "formula": "C3H4N3",
  "method": "wB97M-V/def2-TZVPD",
  "species": ["C", "C", "C", "N", "N", "N", "H", "H", "H", "H"],
  "xyz": [[-0.902, 0.184, 1.858], [0.225, 0.649, 0.913], [0.500, 0.281, -0.424], [-0.827, 1.010, 2.858], [0.865, 1.634, 1.603], [0.079, 1.925, 2.500], [-1.785, -0.701, 1.420], [1.372, 0.701, -0.915], [-0.428, 0.191, -1.100], [0.741, -0.796, -0.238]],
  "e_above_lowest_kcal_mol": 98.94,
  "orbital_gap_ev": [7.7, 7.4],
  "homo_energy_ev": [-17.0, -16.6],
  "smiles": "CC1=NN=[N+]=C1",
  "total_charge": 1
}

---

No. 6
{
  "formula": "C3H4N4",
  "method": "wB97M-V/def2-TZVPD",
  "species": ["C", "C", "C", "H", "H", "H", "H", "N", "N", "N", "N"],
  "xyz": [[-2.284, -0.445, -0.023], [0.967, 0.571, 0.205], [2.072, -0.421, 0.118], [-3.276, -0.246, 0.001], [-1.947, -1.596, 0.121], [-0.325, -1.221, -0.186], [2.147, 2.124, 0.103], [-1.332, 0.445, -0.299], [-0.167, -0.060, 0.296], [1.149, 1.889, -0.106], [2.995, -1.042, -0.230]],
  "e_above_lowest_kcal_mol": 133.43,
  "orbital_gap_ev": 9.1,
  "homo_energy_ev": -9.6,
  "smiles": "[H]/N=C(\\C#N)NN=C"
}